4 unconnected molecules or ions with the total composition C3H14O5 in a non-equilibrium geometry, computed with the ωB97M-V functional and the def2-TZVPD basis.

The geometry in XYZ format:
```
22
Properties=species:S:1:pos:R:3:nbo_charge:R:1
O 0.73823 1.04583 -0.02541 -0.78
C 2.01568 0.46764 0.24311 -0.06
C 1.95549 -1.04189 0.34046 -0.48
C 1.75027 -1.69789 -0.99937 -0.08
O 0.73222 -2.72491 -0.90719 -0.73
H 0.20580 0.42467 -0.55741 0.50
H 2.59656 0.78768 -0.63852 0.16
H 2.39595 1.08999 1.09604 0.18
H 2.84671 -1.43018 0.85033 0.22
H 1.02692 -1.17072 0.95616 0.22
H 1.46859 -0.98913 -1.82308 0.17
H 2.68028 -2.23902 -1.27676 0.19
H -0.13655 -2.29537 -0.88206 0.47
O -3.34608 1.27234 0.67150 -1.00
H -3.82747 0.70312 1.29193 0.47
H -2.45554 1.37446 1.07764 0.50
O -1.02034 1.68493 1.86862 -0.96
H -0.19210 1.82180 1.34928 0.51
H -1.05434 2.56430 2.27619 0.47
O -1.57386 0.22928 -1.41703 -0.98
H -1.91513 0.38759 -2.30207 0.48
H -2.09765 0.82024 -0.85140 0.51
```

## Properties
energy above the lowest of the compared OMol25 structures with the same formula, charge and spin	17.96	kcal per mole
LUMO level	0.68	eV
orbital gap	0.406	Eh
multiplicity	1
highest occupied orbital energy	-0.38131	Ha
E	-13575.2182	eV
SMILES string	OCCCO.O.O.O